[1]
Entry from the Open Molecules 2025 dataset: a 11-piece molecular cluster, C25H58O25 overall at a distorted geometry (the ωB97M-V functional and the def2-TZVPD basis).

Geometry (Å):
O  0.817  2.496  -4.477
C  -2.863  1.717  0.809
H  1.990  4.186  1.078
H  -2.275  7.023  2.954
H  -1.605  6.164  -1.813
O  -1.110  -2.768  0.967
C  3.204  -1.057  2.236
O  -1.480  5.196  2.430
H  -3.770  1.520  1.400
C  1.290  3.408  1.322
H  -1.320  -2.936  -2.072
O  0.821  -2.703  4.293
C  1.924  2.486  -3.649
H  -3.792  -2.821  -0.468
H  -0.769  2.406  6.471
H  -1.453  -2.567  -3.749
H  2.930  2.714  -1.335
H  -2.539  -1.237  2.769
H  -3.882  -0.149  -2.861
O  -0.541  -4.475  -3.408
H  3.557  -1.424  -1.869
H  1.096  2.693  0.507
O  0.935  0.358  0.018
C  0.485  1.163  -5.016
H  4.013  3.179  -2.599
H  0.858  -1.512  -0.787
C  2.123  -1.174  6.128
H  -1.817  4.999  -3.076
H  -2.432  -3.785  -2.877
C  2.645  -5.114  -4.677
O  -2.633  0.100  -4.615
H  2.700  -5.891  -5.410
C  -2.184  3.303  -0.704
O  0.108  3.849  1.995
O  -2.189  0.658  3.492
C  0.709  -4.129  -3.659
C  -2.392  6.317  2.174
H  2.906  -0.540  6.519
H  -4.524  0.909  -4.061
H  3.289  4.522  -1.633
O  -0.225  5.624  0.598
C  4.447  -2.082  -1.946
H  -2.127  2.082  1.517
O  2.614  1.518  -3.547
C  -1.665  -0.654  3.037
H  3.347  -3.093  -3.161
C  3.193  3.526  -2.073
H  1.173  -0.859  6.508
H  -2.577  -0.905  -4.558
H  3.446  -5.293  -3.967
O  2.202  -1.999  2.672
H  -3.095  1.413  -3.173
H  2.156  -4.869  1.102
C  1.703  -1.943  3.922
O  2.097  3.608  -3.004
O  -0.291  -4.686  1.848
H  -2.035  3.588  6.428
O  -2.518  -1.134  -0.817
C  -1.450  -3.370  -3.005
C  -3.734  -1.733  -0.273
H  -0.566  1.204  -5.251
H  -3.318  5.836  2.005
H  -2.516  1.010  0.111
O  -2.003  2.355  4.831
H  -0.956  -1.088  3.747
H  3.058  -0.946  1.124
C  -1.575  5.114  -2.058
H  2.318  -4.642  -0.727
O  4.249  -3.219  -2.773
C  -1.371  -4.598  2.822
H  -1.143  -3.888  3.604
H  1.022  1.004  -5.963
H  1.151  -5.816  0.046
H  -0.525  3.816  5.500
H  -3.819  -1.449  0.773
C  0.891  -0.448  -1.123
O  2.255  -0.986  4.700
H  4.190  -1.375  2.542
H  -1.192  -0.369  2.145
C  1.670  -4.870  0.128
H  -1.927  -1.613  -0.228
H  -0.606  4.690  -1.858
H  1.791  -0.218  -1.627
H  0.222  0.969  0.028
C  -1.283  3.121  5.816
H  0.064  -0.078  -1.714
H  -2.305  -4.348  2.339
H  -1.963  6.808  1.318
C  -1.371  1.348  4.323
O  -2.567  4.402  -1.299
H  3.159  -0.085  2.654
H  5.296  -1.512  -2.383
H  2.330  -2.189  6.376
H  2.745  -4.154  -5.173
H  0.666  0.383  -4.302
C  -0.270  -3.700  0.984
C  -0.488  4.945  1.529
H  -4.547  -1.235  -0.762
O  1.206  -3.006  -3.639
C  -3.591  0.569  -3.678
O  -1.139  2.705  -0.789
O  0.699  -3.721  0.100
O  -0.218  1.067  4.468
H  4.516  -2.380  -0.938
H  -1.462  -5.579  3.325
O  -3.255  2.886  0.000
H  1.621  2.736  2.107
O  1.362  -5.277  -4.012

Output
**SMILES**: COC(=O)OC.COC(=O)OC.COC(=O)OC.COC(=O)OC.COC(=O)OC.COC(=O)OC.COC(=O)OC.CO.CO.CO.CO
**Relative energy (zero: lowest compared OMol25 entry of this formula, charge and spin)**: 2.5 kcal/mol
**Highest occupied orbital energy**: -0.3542 hartree
**Frontier orbital gap**: 10.25 eV
**LUMO energy**: 0.611 eV
**Calculated total energy**: -78049.6838 eV

[2]
Entry from the Open Molecules 2025 dataset: a 3-piece molecular cluster, C25H60B3N3O3 overall (the ωB97M-V functional and the def2-TZVPD basis).

Geometry (Å):
H  -4.937  0.759  -4.898
O  4.431  1.094  0.294
H  -5.965  -2.525  -4.144
N  -6.340  -0.741  -5.105
N  4.937  -0.804  -2.612
H  5.631  -1.349  6.406
H  -7.888  1.457  -4.405
H  -7.371  -0.909  -7.613
H  0.856  2.235  1.501
H  6.634  -0.085  7.040
C  -1.138  -3.554  -0.580
H  -1.849  2.896  -0.095
C  5.681  -0.266  6.539
C  -7.703  -1.069  -5.481
C  -8.080  -0.557  -6.863
H  5.752  -2.563  -1.820
H  -1.201  -2.005  0.924
C  5.686  -1.103  -0.217
C  -5.879  -1.455  -3.928
H  -1.689  1.959  -2.277
H  -0.762  0.587  -1.744
C  -1.115  2.106  -0.261
H  2.852  3.630  -0.336
H  6.927  2.120  7.072
H  2.806  -0.048  3.462
H  -6.046  0.980  -6.212
H  -2.217  -0.111  0.720
H  -0.128  -1.860  -1.505
H  7.154  3.372  5.861
H  6.523  -0.453  -0.468
C  -2.883  0.522  -1.267
H  -3.943  -0.065  0.505
H  0.840  3.944  1.144
H  -7.659  -1.207  -2.669
C  5.113  -1.745  -1.500
C  -1.562  1.265  -1.442
C  -5.992  0.668  -5.167
H  1.321  -0.890  1.376
H  4.787  -0.113  8.501
H  4.128  -2.149  -1.270
H  0.890  -2.847  -0.425
C  -3.011  -0.329  0.010
H  3.203  1.260  4.567
C  7.053  2.296  6.003
H  7.980  1.819  5.683
C  -6.818  1.654  -4.328
C  -1.898  -2.664  0.407
C  5.874  1.781  5.192
H  -2.992  -0.150  -2.117
C  -6.572  -1.175  -2.589
H  -8.112  0.532  -6.904
C  2.600  2.928  0.462
H  -4.807  -1.265  -3.820
O  2.223  0.447  -0.165
H  -0.812  -4.457  -0.066
H  -7.781  -2.159  -5.484
C  -3.037  -1.851  -0.247
H  -1.802  -3.857  -1.388
H  -9.072  -0.921  -7.132
H  6.019  2.071  4.148
H  -2.327  -3.317  1.166
C  0.095  -2.870  -1.168
H  0.780  2.136  -1.247
H  3.990  -0.459  -2.653
H  6.022  -1.897  0.446
H  3.138  3.275  1.346
H  -6.284  -0.209  -2.176
H  0.100  3.726  -1.000
H  -6.543  1.633  -3.275
H  5.560  -0.013  -2.532
H  3.595  -0.266  7.222
H  -6.648  2.671  -4.686
C  1.090  2.968  0.728
B  3.114  1.487  0.151
H  4.430  1.269  7.475
B  4.549  -0.276  0.447
H  -3.004  -2.038  -1.319
H  -6.280  -1.936  -1.861
C  0.253  2.757  -0.524
H  -3.983  -2.250  0.111
B  2.306  -0.524  0.823
H  0.477  -3.435  -2.017
H  4.959  2.294  5.533
O  3.557  -0.936  1.188
C  4.819  -0.181  4.233
C  4.553  0.185  7.478
H  -8.447  -0.707  -4.754
H  5.166  0.164  3.253
H  -3.699  1.242  -1.311
N  5.752  0.335  5.218
C  3.338  0.193  4.382
H  2.854  -0.359  5.186
H  -1.037  1.527  0.657
H  4.910  -1.270  4.205

Output
**SMILES**: CCCCCCCCCCCB1OBOB(CCN)O1.CCN(CC)CC.CCN(CC)CC
**Highest occupied orbital energy**: -0.2984 hartree
**Frontier orbital gap**: 8.70 eV
**LUMO energy**: 0.576 eV
**Calculated total energy**: -39546.9636 eV